The following is a DFT calculation (wB97M-V/def2-TZVPD) of 15 unconnected molecules or ions with the total composition C60H165N15O15 in a non-equilibrium geometry.

Cartesian coordinates (Å):
C -2.533 -4.636 5.086
C -3.056 -3.752 3.992
C -4.649 -3.672 3.925
O -5.159 -5.015 3.720
C -6.596 -5.135 3.764
N -2.600 -2.369 4.156
H -2.890 -4.301 6.122
H -1.447 -4.623 5.097
H -2.883 -5.628 4.951
H -2.762 -4.067 2.998
H -4.925 -2.975 3.123
H -5.016 -3.287 4.917
H -6.966 -4.784 4.674
H -6.875 -6.188 3.862
H -7.047 -4.695 2.937
H -2.879 -1.930 5.041
H -1.588 -2.387 4.156
C -5.194 -5.918 -0.701
C -4.639 -4.581 -1.027
C -4.902 -3.531 0.077
O -4.261 -2.354 -0.240
C -4.017 -1.484 0.888
N -3.231 -4.692 -1.403
H -4.600 -6.534 -0.048
H -5.273 -6.344 -1.672
H -6.189 -5.769 -0.331
H -5.205 -4.303 -1.881
H -4.372 -3.925 0.993
H -5.982 -3.507 0.207
H -3.483 -0.599 0.479
H -3.403 -1.986 1.690
H -4.998 -1.181 1.357
H -2.639 -4.803 -0.599
H -2.766 -3.972 -1.951
C 5.448 0.644 4.063
C 4.348 1.721 3.698
C 4.227 2.525 5.047
O 3.315 3.553 4.796
C 3.297 4.471 5.873
N 4.863 2.655 2.666
H 5.570 -0.018 3.210
H 5.377 0.055 4.973
H 6.471 1.103 4.150
H 3.363 1.245 3.491
H 5.178 2.951 5.274
H 3.907 1.863 5.854
H 4.218 5.107 5.857
H 3.159 3.891 6.802
H 2.490 5.169 5.818
H 4.222 3.448 2.439
H 4.999 2.196 1.750
C -4.868 -1.434 -6.622
C -3.796 -2.036 -5.672
C -2.633 -1.081 -5.603
O -2.135 -0.797 -6.929
C -1.078 0.165 -6.923
N -4.276 -2.232 -4.310
H -4.485 -1.038 -7.551
H -5.508 -0.668 -6.191
H -5.492 -2.300 -6.892
H -3.441 -3.013 -5.966
H -1.801 -1.479 -4.972
H -2.994 -0.145 -5.178
H -0.241 -0.315 -6.508
H -1.239 0.896 -6.151
H -0.901 0.658 -7.869
H -4.603 -1.312 -3.869
H -5.075 -2.866 -4.380
C 2.098 0.342 -3.440
C 2.762 1.031 -4.588
C 3.242 -0.006 -5.739
O 4.046 -0.991 -5.053
C 5.326 -1.225 -5.538
N 1.840 2.009 -5.189
H 1.988 1.164 -2.624
H 2.701 -0.405 -2.929
H 1.145 -0.035 -3.685
H 3.762 1.464 -4.285
H 3.869 0.488 -6.502
H 2.287 -0.502 -6.158
H 5.994 -0.389 -5.615
H 5.347 -1.792 -6.473
H 5.796 -1.887 -4.832
H 1.822 2.821 -4.601
H 2.198 2.370 -6.062
C 2.134 -3.365 -1.580
C 3.473 -2.845 -1.215
C 4.147 -3.734 -0.168
O 3.553 -3.460 1.115
C 4.470 -3.808 2.191
N 4.419 -2.709 -2.435
H 1.513 -3.414 -0.680
H 2.164 -4.296 -2.083
H 1.580 -2.706 -2.208
H 3.392 -1.857 -0.725
H 5.233 -3.519 -0.116
H 4.089 -4.829 -0.418
H 3.872 -3.729 3.069
H 5.232 -3.025 2.161
H 5.003 -4.720 1.988
H 4.361 -3.635 -2.930
H 3.974 -2.075 -3.091
C 0.407 2.034 6.427
C -0.153 1.473 5.153
C -1.682 1.494 5.061
O -2.286 0.646 6.017
C -3.638 0.653 5.759
N 0.372 2.164 3.957
H 0.130 3.056 6.594
H 1.528 2.019 6.438
H 0.061 1.363 7.250
H 0.133 0.364 5.243
H -2.024 1.254 4.051
H -2.026 2.512 5.221
H -3.769 0.326 4.743
H -4.139 1.647 5.944
H -4.121 -0.044 6.472
H 0.451 1.389 3.278
H 1.285 2.595 4.048
C 2.628 -1.191 5.221
C 1.407 -2.140 5.651
C 1.332 -3.385 4.737
O 0.562 -3.018 3.604
C 0.427 -4.136 2.704
N 1.715 -2.522 7.038
H 2.698 -0.250 5.811
H 2.561 -0.825 4.169
H 3.576 -1.781 5.255
H 0.469 -1.673 5.619
H 0.884 -4.129 5.320
H 2.305 -3.760 4.507
H -0.323 -3.850 2.045
H 0.290 -5.126 3.183
H 1.422 -4.231 2.153
H 0.937 -2.981 7.472
H 1.979 -1.778 7.672
C 7.256 -0.099 0.600
C 6.416 -0.584 -0.567
C 5.923 0.717 -1.315
O 5.271 1.554 -0.309
C 4.643 2.701 -0.944
N 7.150 -1.452 -1.510
H 7.401 -0.848 1.389
H 6.984 0.832 1.030
H 8.234 0.199 0.207
H 5.432 -0.981 -0.153
H 5.192 0.458 -2.078
H 6.774 1.294 -1.734
H 5.397 3.356 -1.458
H 4.064 3.341 -0.217
H 3.900 2.211 -1.603
H 7.733 -2.089 -0.925
H 6.403 -2.014 -1.967
C 4.731 7.923 0.456
C 4.734 6.922 1.583
C 3.404 6.282 1.989
O 2.906 5.405 0.962
C 1.912 4.501 1.453
N 5.907 6.015 1.420
H 3.904 8.647 0.620
H 4.350 7.326 -0.397
H 5.739 8.337 0.329
H 4.969 7.537 2.487
H 2.693 7.083 2.130
H 3.553 5.740 2.905
H 0.830 4.872 1.366
H 2.239 4.264 2.445
H 2.017 3.653 0.797
H 5.833 5.690 0.467
H 5.951 5.266 1.996
C -1.652 6.801 -0.177
C -2.819 6.242 0.562
C -2.523 5.143 1.624
O -2.471 3.897 1.006
C -2.134 2.837 1.911
N -3.619 7.385 0.977
H -1.047 7.498 0.347
H -1.993 7.358 -1.002
H -0.995 6.082 -0.582
H -3.429 5.726 -0.178
H -3.337 5.113 2.370
H -1.590 5.466 2.180
H -2.244 1.833 1.505
H -2.791 2.860 2.749
H -1.063 2.981 2.287
H -3.155 7.976 1.655
H -4.512 7.083 1.382
C -2.470 3.796 -3.206
C -1.559 2.688 -2.643
C -0.253 3.115 -1.926
O 0.591 3.950 -2.750
C 1.593 4.618 -2.007
N -2.373 1.901 -1.672
H -3.069 3.564 -4.086
H -1.954 4.701 -3.441
H -3.103 4.016 -2.327
H -1.321 1.948 -3.409
H 0.306 2.256 -1.520
H -0.478 3.768 -1.035
H 2.062 3.947 -1.256
H 1.249 5.397 -1.419
H 2.401 5.060 -2.576
H -2.697 2.555 -0.950
H -1.779 1.246 -1.217
C 1.878 0.128 1.326
C 0.438 0.069 0.874
C 0.211 -0.788 -0.369
O -1.133 -0.610 -0.776
C -1.317 -1.088 -2.102
N -0.316 -0.427 1.968
H 1.988 0.861 2.102
H 2.620 0.305 0.534
H 2.082 -0.833 1.796
H 0.126 1.051 0.529
H 0.451 -1.846 -0.176
H 0.891 -0.450 -1.142
H -2.394 -1.107 -2.372
H -0.905 -2.116 -2.283
H -0.737 -0.380 -2.701
H -1.322 -0.300 1.898
H -0.033 -1.374 2.230
C -7.288 -0.294 -2.715
C -6.192 0.575 -2.064
C -6.606 1.027 -0.672
O -5.617 1.875 -0.053
C -6.181 2.889 0.763
N -4.857 -0.048 -2.176
H -7.153 -0.231 -3.759
H -8.280 0.172 -2.487
H -7.351 -1.355 -2.484
H -6.228 1.488 -2.702
H -6.815 0.102 -0.008
H -7.589 1.513 -0.879
H -7.043 3.403 0.199
H -5.460 3.582 1.167
H -6.641 2.429 1.635
H -4.143 0.612 -1.909
H -4.848 -0.754 -1.427
C 1.185 -4.673 -5.069
C -0.278 -4.279 -5.183
C -1.091 -5.315 -5.968
O -0.714 -5.162 -7.362
C -1.325 -6.105 -8.223
N -0.746 -3.992 -3.772
H 1.223 -5.642 -4.554
H 1.831 -3.949 -4.532
H 1.630 -4.903 -6.048
H -0.448 -3.388 -5.767
H -2.135 -5.047 -5.810
H -1.052 -6.345 -5.537
H -2.332 -6.446 -7.866
H -0.742 -7.029 -8.227
H -1.346 -5.700 -9.188
H -0.917 -4.914 -3.386
H -1.690 -3.615 -3.816

Cartesian forces (eV/Å) of the 2 atoms listed first:
-0.46 0.53 1.42
-2.21 1.36 0.44

The max |F| comes out at 4.62 eV/Å. The value obtained for the frontier orbital gap is 9.288 eV. The HOMO energy comes out at -0.3208 Eh. The total charge is 0.

Atomic partial charges in e from the Löwdin method, atoms 1 to 99:
1 C -0.054
2 C -0.422
3 C -0.165
4 O -0.202
5 C -0.081
6 N 0.055
7 H 0.113
8 H 0.053
9 H 0.061
10 H 0.117
11 H 0.090
12 H 0.132
13 H 0.061
14 H 0.093
15 H 0.060
16 H 0.070
17 H 0.043
18 C -0.067
19 C -0.441
20 C -0.218
21 O -0.221
22 C -0.075
23 N 0.069
24 H 0.081
25 H 0.070
26 H 0.073
27 H 0.117
28 H 0.128
29 H 0.125
30 H 0.079
31 H 0.071
32 H 0.097
33 H 0.065
34 H 0.042
35 C -0.061
36 C -0.360
37 C -0.226
38 O -0.237
39 C -0.103
40 N 0.078
41 H 0.049
42 H 0.060
43 H 0.093
44 H 0.095
45 H 0.115
46 H 0.108
47 H 0.105
48 H 0.090
49 H 0.075
50 H 0.053
51 H 0.051
52 C -0.043
53 C -0.437
54 C -0.205
55 O -0.194
56 C -0.086
57 N 0.034
58 H 0.063
59 H 0.070
60 H 0.074
61 H 0.117
62 H 0.114
63 H 0.125
64 H 0.045
65 H 0.066
66 H 0.092
67 H 0.060
68 H 0.071
69 C -0.064
70 C -0.417
71 C -0.129
72 O -0.239
73 C -0.130
74 N 0.060
75 H 0.095
76 H 0.053
77 H 0.051
78 H 0.139
79 H 0.119
80 H 0.136
81 H 0.084
82 H 0.091
83 H 0.070
84 H 0.047
85 H 0.070
86 C -0.079
87 C -0.385
88 C -0.205
89 O -0.222
90 C -0.053
91 N 0.061
92 H 0.074
93 H 0.067
94 H 0.050
95 H 0.123
96 H 0.109
97 H 0.141
98 H 0.054
99 H 0.082